No. 1
Density functional theory data (ωB97M-V/def2-TZVPD) for C36H31F2N5PSV as an isolated structure in a non-equilibrium geometry.

Results
**Orbital gap (spin up / spin down)**: 5.806 / 6.296 eV
**Total charge**: +3
**Relative energy (zero: lowest compared OMol25 entry of this formula, charge and spin)**: 38.9 kJ/mol
**HOMO level (spin up / spin down)**: -17.00 / -16.97 eV
**Strongest force on any atom**: 1.152 eV/A
**2S+1**: 2

```
77
C36H31F2N5PSV | the Open Molecules 2025 dataset | ωB97M-V/def2-TZVPD
C 0.557 4.430 -2.803
C 1.324 2.154 -2.799
N 0.507 -1.985 0.832
P 1.634 0.602 -0.518
H 2.676 -2.149 3.390
H 0.619 -2.926 4.591
C 1.005 3.309 -3.493
C 2.070 1.746 3.902
H -2.384 3.340 -1.591
N -3.887 -4.366 3.162
H 2.528 -1.532 1.029
H 1.487 -0.794 -3.435
C -2.955 3.189 -0.676
C -1.719 -2.852 0.622
H -5.048 2.167 0.791
S -3.452 -4.419 4.708
H -4.542 0.476 0.880
H 3.950 1.153 1.151
C -2.449 -2.989 -1.580
H 2.178 2.033 4.940
C 0.804 1.512 3.374
H 0.106 5.275 -0.885
H 4.178 1.801 3.509
H -3.843 3.820 -0.711
H -3.564 1.748 1.652
H -5.217 1.943 -1.709
C -4.317 1.329 -1.745
H -3.811 1.517 -2.692
C 0.668 1.149 2.044
H -0.073 1.619 4.001
V -0.038 -1.184 -0.966
C 1.651 -1.894 1.542
N -1.362 0.132 -0.512
C -2.271 0.842 -0.546
C -1.809 -3.425 3.359
H 0.334 5.341 -3.343
H 4.004 2.077 -1.344
C 4.737 -1.688 -1.886
C 0.686 -1.108 -2.782
C -4.185 1.502 0.790
H 1.135 3.348 -4.567
C 3.507 -1.287 -1.388
C 0.427 4.392 -1.423
C 0.595 -2.667 3.538
C -2.824 -3.541 1.087
H 1.738 1.314 -3.345
H 6.662 -1.041 -2.572
H -2.351 3.490 0.180
C 3.232 0.066 -1.168
C -0.594 -2.511 1.474
H -4.619 0.282 -1.691
C -3.437 1.734 -0.539
H -4.634 -4.542 0.487
N -1.548 -2.553 -0.690
C 3.194 1.617 3.099
C -3.767 -3.983 0.149
H 0.663 3.229 0.359
C 1.726 -2.235 2.881
C 4.206 1.020 -1.479
C 0.735 3.232 -0.721
C -3.565 -3.721 -1.189
H 4.943 -2.738 -2.050
C 1.184 2.106 -1.408
H -0.322 0.967 1.646
C -0.598 -2.824 2.817
C 3.063 1.257 1.762
C 1.798 1.027 1.229
F 0.566 -2.490 -2.642
H 2.773 -2.057 -1.166
C 5.703 -0.732 -2.177
C 5.437 0.616 -1.976
H -2.283 -2.741 -2.621
F -0.569 -0.693 -3.150
N -2.001 -3.732 4.632
C -2.884 -3.787 2.519
H 6.189 1.359 -2.212
H -4.257 -4.076 -1.941
```

Mulliken atomic charge list, values in e, 2 entries:
1. C -0.595
2. C -0.386


No. 2
Density functional theory data (ωB97M-V/def2-TZVPD) for C36H31FNO3PReS6 as an isolated structure.

Results
**Orbital gap (spin up / spin down)**: 5.874 / 6.053 eV
**Total charge**: 0
**Relative energy (zero: lowest compared OMol25 entry of this formula, charge and spin)**: 35.7 kJ/mol
**HOMO level (spin up / spin down)**: -7.61 / -7.62 eV
**Strongest force on any atom**: 0.605 eV/A
**2S+1**: 2

```
80
C36H31FNO3PReS6 | the Open Molecules 2025 dataset | ωB97M-V/def2-TZVPD
H 4.594 -0.201 0.065
S -2.982 -2.824 -2.845
H 4.781 1.777 2.833
H 2.350 -1.668 -3.594
S -5.880 -3.450 -2.944
H 4.803 -1.813 -0.638
C 1.574 -1.272 -4.239
C 0.692 -3.746 3.515
Re -0.251 -0.176 0.261
H 1.893 -0.715 2.783
H -1.293 -0.329 3.718
C 0.912 -2.114 -5.110
C -3.749 1.802 4.672
C -0.295 -3.873 2.558
S -4.750 -1.762 -0.786
C 3.805 1.752 3.300
C 3.691 1.787 4.686
C 1.404 1.644 3.109
H -4.633 1.837 5.295
H 2.755 1.630 1.432
C 4.186 -0.912 -0.656
C -2.993 0.638 4.603
H 0.319 1.665 4.965
S -0.553 -1.483 -1.607
H -1.284 -2.940 0.933
H -1.266 -1.147 -7.991
C 0.179 2.973 -0.309
C 2.668 1.679 2.513
O 1.939 -0.072 -0.264
H 4.581 1.839 5.301
H 2.708 -1.707 0.699
H 0.006 1.624 -4.990
H 2.347 1.789 6.358
C -2.242 2.877 3.133
C 0.267 0.574 -5.025
C -0.504 -2.823 1.676
H 0.556 3.921 -2.189
H 2.330 -1.982 -0.995
H -0.885 -4.780 2.508
H 4.238 -0.468 -1.649
H -3.288 -0.238 5.165
H 1.119 6.331 1.320
C 0.256 -1.637 1.723
C -4.612 -2.712 -2.240
C -2.240 -1.852 -1.601
C -1.481 1.715 3.065
C 0.525 4.049 -1.114
H -1.962 3.749 2.556
C -1.867 0.589 3.795
C 0.533 4.300 1.659
F 0.898 -4.755 4.382
C -0.080 -1.627 -5.956
C -3.376 2.917 3.934
H 1.977 0.303 -1.218
S -2.447 -0.293 0.574
H -1.137 1.796 -1.290
H 2.247 -2.550 4.357
H 1.134 6.097 -1.142
C -0.390 -0.272 -5.906
N -0.197 1.705 -0.910
C 2.763 -1.269 -0.291
H -1.178 0.147 -6.525
C 1.293 1.689 4.493
S 2.059 1.179 -3.034
H 1.148 -3.170 -5.149
C 0.856 5.255 -0.521
O -1.437 -2.091 -7.914
C 0.850 5.387 0.864
C 1.474 -2.615 3.603
P -0.031 1.541 1.994
C 1.248 -1.577 2.707
H 0.577 4.380 2.739
H -3.971 3.821 3.979
C -3.058 -1.353 -0.653
C 2.439 1.758 5.279
O -0.742 -3.790 -6.687
C -0.764 -2.602 -6.855
H 0.439 1.530 -1.739
C 0.190 3.084 1.071
C 1.256 0.090 -4.160
```

Mulliken atomic charge list, values in e, 2 entries:
1. H 0.277
2. S 0.007


No. 3
Density functional theory data (ωB97M-V/def2-TZVPD) for C36H31IN3OPSr as an isolated structure in a non-equilibrium geometry.

Results
**Orbital gap**: 7.698 eV
**Total charge**: +2
**Relative energy (zero: lowest compared OMol25 entry of this formula, charge and spin)**: 0.0 kJ/mol
**HOMO level**: -13.38 eV
**Strongest force on any atom**: 1.159 eV/A
**2S+1**: 1

```
74
C36H31IN3OPSr | the Open Molecules 2025 dataset | ωB97M-V/def2-TZVPD
H 0.856 2.478 0.235
C 2.819 3.029 -4.241
C 1.420 2.670 -3.773
P 1.150 -0.201 1.074
H 3.289 4.851 -3.140
H 0.748 3.529 -3.850
N -1.729 -0.122 -1.984
C -0.460 1.123 3.046
C 2.542 3.280 -1.837
H -1.653 2.175 4.472
H -2.190 1.973 -2.235
H -2.184 -2.190 -1.802
C -4.764 -3.086 -2.026
H -0.553 0.188 3.581
I 3.593 -1.217 -1.330
H 2.810 3.636 -5.143
N -3.817 -0.831 -2.101
C 0.288 2.406 1.161
H 1.451 -0.748 3.750
C 4.044 -0.177 1.623
C 6.356 0.439 2.283
C -5.857 -3.930 -1.985
C -1.348 -3.957 1.987
C -4.948 -1.709 -2.082
H 5.487 0.134 4.728
H 6.181 0.105 -1.047
C -8.284 -4.279 -1.940
C 5.033 0.076 2.631
N -9.197 -4.972 -1.880
C 4.708 -0.048 3.999
H 4.446 3.554 -2.881
H 1.982 4.101 -1.387
H 7.747 0.835 0.712
C 5.839 0.156 -0.022
C -1.045 3.451 2.856
C -2.562 0.963 -2.171
C 2.455 -0.533 3.417
C 0.175 -1.680 1.503
H 3.126 2.776 -1.068
H -5.714 -5.001 -1.942
H 0.983 1.816 -4.299
H -6.410 -0.121 -2.154
H 3.209 -0.539 5.434
H 0.528 -4.978 2.194
C -1.975 -2.748 1.716
C -1.220 -1.613 1.464
C 0.261 1.195 1.856
C -2.524 -1.179 -1.949
C -7.148 -3.408 -2.002
H 1.880 -2.968 1.755
C 3.391 3.774 -3.022
H -4.748 1.104 -2.392
C 2.700 -0.380 2.067
C 6.744 0.536 0.982
H -8.329 -1.620 -2.092
C -1.101 2.246 3.544
H -3.775 -3.523 -2.022
C 0.038 -4.035 1.991
H 3.384 2.118 -4.439
C -6.235 -1.186 -2.109
H -3.056 -2.690 1.716
H -1.940 -4.837 2.199
H -1.537 4.328 3.253
C -7.329 -2.029 -2.071
H -0.322 4.461 1.105
C -3.849 0.538 -2.245
H -1.711 -0.666 1.266
C -0.357 3.529 1.655
C 3.452 -0.403 4.390
C 4.561 -0.208 0.298
O 1.602 2.317 -2.385
H 7.061 0.624 3.083
Sr 0.732 0.202 -1.722
C 0.800 -2.903 1.746
```

Mulliken atomic charge list, values in e, 2 entries:
1. H 0.000
2. C -0.568


> Look up the relative energy (zero: lowest compared OMol25 entry of this formula, charge and spin) of the first one.

38.9 kJ/mol


> Which value of 2S+1 does entry 3 give?

1